Here is a 3-piece molecular cluster, C4H10N2O overall in a non-equilibrium geometry from the Open Molecules 2025 dataset. Energies are from ωB97M-V/def2-TZVPD.

Geometry (Å):
C: -0.288313 2.340481 -0.504597
C: -0.442719 -2.485663 0.488712
N: 0.008738 0.952146 -0.822160
C: 0.052772 0.030224 0.178612
C: -0.434501 -1.232221 -0.301835
N: 0.716786 0.298390 1.302544
O: -1.008308 -1.169398 -1.459281
H: -0.788949 -0.060967 -1.689624
H: 1.884255 1.199988 -0.371264
H: 0.889268 -0.531934 1.866855
H: 1.899231 0.953840 0.514275
H: 0.078619 2.977743 -1.309423
H: -1.369921 2.504430 -0.431945
H: 0.153349 2.635956 0.449376
H: -0.482659 -3.347168 -0.177193
H: -1.313045 -2.513135 1.149631
H: 0.445399 -2.552712 1.117318

Atoms 1-3, force components in eV/Å:
0.228 -0.051 0.060
0.216 -0.213 -0.300
-1.777 -1.490 0.092

**HOMO-LUMO gap (spin up / spin down)**: 7.650 / 7.651 eV
**LUMO (spin up / spin down)**: -0.9 / -0.9 eV
**Spin multiplicity**: 1
**DFT total energy**: -9333.614 eV
**Largest force on an atom**: 2.73 eV Å⁻¹

Atom charges from the Löwdin analysis, given in e for atoms 1 to 5:
1 C -0.150
2 C 0.015
3 N -0.111
4 C -0.533
5 C -0.242


Here is an isolated ion of composition C4H10N2O and charge +2 in a non-equilibrium geometry from the Open Molecules 2025 dataset. Energies are from ωB97M-V/def2-TZVPD.

Geometry (Å):
C: -1.273809 3.068168 1.887801
N: -1.193365 1.922103 1.365114
C: -1.269439 0.757463 0.867792
O: -0.195183 0.229834 0.246254
C: -0.242569 -1.152914 -0.084048
C: 0.475560 -1.243380 -1.478746
N: 1.877325 -1.253031 -1.169984
H: -0.768516 3.073561 2.941027
H: -1.606053 3.984411 1.447722
H: -2.110244 0.178434 0.881218
H: -1.177420 -1.608104 -0.329071
H: 0.406319 -1.644819 0.670185
H: 0.042821 -0.383592 -2.073737
H: 0.268027 -2.105274 -2.035301
H: 2.577165 -1.040249 -1.935148
H: 2.188670 -2.211596 -0.834421
H: 2.000709 -0.571014 -0.366657

Atoms 1-3, force components in eV/Å:
2.269 -1.853 2.677
-0.857 -0.005 -0.788
3.502 1.899 -0.410

**HOMO-LUMO gap**: 11.130 eV
**Net charge**: +2
**LUMO**: -8.4 eV
**Spin multiplicity**: 1
**Structure (SMILES)**: C=[N+]=COCC[NH3+]
**DFT total energy**: -9318.325 eV
**Largest force on an atom**: 4.00 eV Å⁻¹

Atom charges from the Löwdin analysis, given in e for atoms 1 to 5:
1 C 0.229
2 N 0.157
3 C -0.023
4 O -0.003
5 C -0.110


ΔE to the lowest compared entry with this formula, charge and spin for every record listed, in sequence, given in kcal/mol: 123.9, 0.0.